(1)
{"formula": "C39H31AsIN3O5RhS", "method": "the ωB97M-V functional and the def2-TZVPD basis", "spin_multiplicity": 5, "orbital_gap_ha": [0.2211, 0.1917], "charge": 1, "species": ["H", "C", "C", "H", "C", "H", "C", "C", "As", "C", "H", "C", "N", "C", "I", "H", "N", "C", "H", "H", "C", "C", "H", "H", "H", "C", "H", "C", "C", "H", "H", "C", "C", "C", "H", "O", "H", "C", "C", "C", "O", "C", "H", "H", "O", "H", "C", "C", "C", "H", "C", "C", "H", "C", "H", "O", "S", "C", "H", "C", "H", "C", "C", "H", "H", "H", "C", "N", "H", "C", "C", "C", "O", "H", "H", "C", "C", "H", "C", "H", "C", "Rh"], "positions_angstrom": [[-0.171, -3.282, -1.521], [-2.148, 4.007, 4.171], [-0.927, -4.366, 2.550], [-1.815, -3.846, -1.614], [-0.877, -3.983, -1.075], [0.230, 1.881, -2.826], [1.715, -1.590, 1.651], [2.401, 2.800, 0.698], [0.832, 0.502, -0.218], [-1.626, -0.149, -4.528], [3.270, -3.812, -1.080], [2.193, -2.015, -0.664], [-0.811, -4.597, 1.257], [2.923, -3.567, 1.017], [-2.419, 2.930, -0.052], [-1.535, -0.335, -7.867], [-1.922, 0.409, 1.942], [-1.896, 2.797, 4.799], [2.095, -1.729, -1.704], [0.576, 0.881, 2.801], [-2.283, 4.013, 2.791], [2.347, -2.772, 1.995], [3.728, 0.251, -0.979], [3.601, 4.462, 1.293], [5.023, 0.745, -3.018], [-2.075, 1.154, -4.380], [2.401, -3.068, 3.032], [-1.667, 0.082, -6.881], [-1.243, -2.975, 4.577], [2.621, 2.929, -0.356], [-2.659, 2.963, -5.378], [3.238, 0.693, -1.842], [1.878, 0.990, -1.792], [-1.548, -2.053, 2.181], [-2.231, 4.920, 4.737], [-2.316, -2.255, 5.127], [3.907, 1.709, -4.995], [1.275, 1.603, -2.880], [-1.996, 1.580, 2.680], [-1.279, -3.131, 3.068], [-1.665, -1.459, -0.113], [-2.086, 1.397, -6.744], [1.516, 2.309, -4.884], [1.603, 2.382, 4.440], [-2.392, -1.946, -2.744], [-2.263, 1.993, -7.625], [-2.304, 1.951, -5.491], [2.684, 3.508, 2.976], [-2.213, 2.836, 2.073], [-2.455, 4.935, 2.256], [-1.805, 1.624, 4.083], [1.662, -1.183, 0.319], [-1.116, -1.742, -5.856], [2.834, -3.190, -0.314], [3.433, -4.477, 1.291], [-0.129, -1.043, -2.476], [-1.497, -0.845, -2.894], [-2.264, 1.546, -2.960], [1.280, -0.978, 2.429], [-1.437, -2.352, 0.758], [-0.526, -5.004, -1.178], [1.579, 1.755, 1.112], [1.268, 1.642, 2.464], [-0.342, -2.415, 4.861], [-3.108, -2.805, 5.138], [-2.178, -0.732, 3.668], [1.831, 2.500, 3.392], [-2.059, 0.525, -2.123], [3.126, 4.177, 3.698], [-1.432, -0.715, -5.765], [-1.047, -3.666, 0.362], [3.343, 1.526, -4.092], [-2.547, 2.696, -2.623], [-1.177, -3.976, 5.021], [-1.561, 0.729, 4.633], [3.967, 0.970, -2.986], [-1.899, -0.773, 2.623], [-0.716, -5.205, 3.196], [2.955, 3.665, 1.626], [-1.760, 2.760, 5.869], [2.000, 1.856, -4.032], [-1.913, 0.443, -0.108]], "forces_ev_per_a": [[0.0, 0.0, -0.1], [0.0, -0.2, -0.1], [0.2, -0.5, -1.7], [0.0, 0.0, 0.0], [0.0, -0.2, 0.2], [0.0, 0.0, -0.1], [-0.1, 0.3, 0.0], [0.0, -0.2, -0.3], [0.8, 0.4, 0.5], [-0.2, 0.4, 0.6], [0.0, -0.1, -0.1], [-0.2, 0.2, -0.2], [0.5, -2.0, 0.8], [0.0, 0.0, 0.0], [-0.1, 0.6, 1.2], [0.1, -0.1, -0.1], [0.1, 0.2, -1.9], [0.0, 0.2, 0.0], [0.1, -0.1, 0.0], [0.0, 0.0, 0.0], [-0.1, 0.0, -0.1], [0.0, 0.0, 0.0], [0.0, 0.0, -0.1], [0.1, 0.1, 0.0], [0.0, 0.0, 0.0], [0.1, 0.0, -0.3], [0.0, 0.0, 0.1], [0.0, -0.2, 0.2], [0.2, -0.1, -0.3], [0.0, 0.0, 0.1], [0.0, 0.1, 0.1], [0.0, 0.0, 0.3], [-0.1, -0.1, 0.1], [0.2, -0.6, -0.3], [0.0, 0.1, 0.0], [-0.4, 0.1, 0.2], [0.0, 0.0, -0.1], [-0.2, 0.0, 0.1], [0.0, 1.1, 0.6], [-0.5, 2.1, 0.8], [0.3, -2.2, -0.7], [-0.1, 0.1, 0.1], [-0.1, 0.1, -0.1], [-0.1, 0.0, 0.1], [-0.4, 0.2, -0.3], [0.0, 0.0, -0.1], [0.0, -0.1, 0.1], [0.0, 0.0, 0.0], [0.1, -0.6, -0.4], [0.0, 0.2, 0.0], [0.0, -0.3, -0.4], [-0.2, -0.1, -0.1], [0.0, -0.1, -0.1], [0.0, -0.1, 0.0], [0.0, -0.1, 0.0], [-0.3, 0.0, -0.4], [0.4, -0.5, -0.7], [-0.4, 1.7, -0.9], [0.1, 0.0, 0.0], [-0.1, 0.3, 1.1], [0.0, 0.0, 0.0], [-0.3, 0.0, -0.2], [-0.1, -0.2, -0.1], [0.0, -0.1, -0.1], [0.1, 0.0, 0.0], [0.0, 0.1, -0.2], [0.0, 0.0, 0.0], [0.4, -1.6, 1.2], [0.0, 0.1, 0.1], [0.1, -0.2, 0.0], [-0.2, 0.9, -0.9], [0.0, 0.0, 0.0], [0.1, -0.6, -0.2], [0.1, 0.1, 0.0], [0.0, -0.1, 0.0], [0.1, 0.0, 0.0], [0.0, -0.4, 1.2], [0.0, -0.1, 0.2], [0.0, 0.1, 0.0], [0.0, 0.0, 0.1], [0.0, 0.1, 0.0], [0.0, 1.8, 1.2]]}

---

(2)
{"formula": "C2H3Cl2PS", "method": "the ωB97M-V functional and the def2-TZVPD basis", "orbital_gap_ha": 0.3734, "smiles": "SP(Cl)Cl.C#C", "charge": 0, "species": ["H", "Cl", "P", "H", "C", "H", "S", "C", "Cl"], "positions_angstrom": [[1.627, -2.090, -2.754], [-0.012, 1.645, -1.937], [0.387, -0.170, -1.218], [0.336, 2.096, 2.950], [-0.447, 0.112, 2.215], [-0.998, -0.756, 1.874], [0.575, -1.308, -3.052], [0.023, 1.145, 2.549], [-1.492, -0.674, -0.627]], "forces_ev_per_a": [[-0.1, 0.3, 0.4], [-0.1, 0.9, -0.6], [1.1, -1.3, 0.1], [0.1, -0.5, -0.4], [-1.2, -1.8, -0.6], [0.7, 0.5, 0.4], [-0.4, 0.4, 0.0], [0.6, 1.9, 0.9], [-0.6, -0.3, -0.3]]}

---

(3)
{"formula": "C44H34F9N5O3P2PtS2Se", "method": "the ωB97M-V functional and the def2-TZVPD basis", "orbital_gap_ha": 0.2798, "charge": 0, "species": ["P", "H", "C", "N", "C", "H", "C", "Se", "C", "H", "C", "C", "F", "H", "H", "C", "C", "H", "C", "N", "F", "C", "H", "P", "F", "H", "C", "C", "C", "C", "C", "C", "H", "C", "F", "C", "C", "H", "F", "C", "N", "H", "H", "C", "C", "C", "C", "C", "H", "H", "C", "O", "C", "C", "H", "N", "H", "C", "H", "H", "S", "Pt", "F", "O", "H", "C", "F", "C", "H", "H", "S", "C", "H", "H", "H", "F", "H", "C", "C", "H", "C", "H", "O", "C", "C", "F", "C", "H", "H", "H", "C", "C", "C", "H", "H", "C", "H", "C", "C", "N", "H"], "positions_angstrom": [[1.963, -0.194, -0.770], [2.281, -6.016, 0.063], [1.131, 2.674, -3.557], [-0.223, 2.715, 0.244], [-1.289, -3.460, 0.959], [0.604, -2.989, 1.876], [-1.162, -4.089, -1.359], [0.871, 3.646, 1.311], [0.812, 0.186, 3.510], [2.382, -2.121, -2.189], [-1.914, -3.853, -0.212], [3.797, 0.532, 1.207], [2.503, 1.888, 3.659], [1.245, 2.505, -1.440], [-1.654, -4.399, -2.273], [1.646, 0.699, -4.810], [2.069, 0.766, 4.246], [0.850, 3.718, -3.518], [0.851, -3.526, -0.163], [-6.699, 4.406, 1.185], [0.537, -1.303, 5.418], [1.275, 2.032, -4.780], [-4.309, 3.615, -1.475], [2.643, -3.180, -0.025], [0.004, 2.377, 4.191], [-7.633, 4.310, 0.820], [-1.299, 3.443, 0.074], [3.480, -6.901, -1.467], [4.358, -6.683, -2.522], [0.090, -3.282, 0.973], [-4.913, 3.142, 2.215], [0.557, -1.247, 4.081], [-2.778, -1.392, -3.941], [5.383, 2.042, -0.493], [1.817, 1.043, 5.532], [1.350, 1.984, -2.378], [-2.286, -0.666, -0.572], [-7.131, 2.150, -0.149], [-0.600, -1.727, 3.625], [-1.204, -0.912, -2.527], [-0.251, 5.032, 1.446], [5.404, -5.205, -3.670], [3.193, -7.909, -1.198], [-5.538, 0.955, 0.631], [4.197, -4.313, -2.141], [-5.983, 3.222, 1.319], [4.969, 1.111, 1.678], [0.214, -3.935, -1.336], [4.760, -7.520, -3.078], [-0.333, -0.936, -3.155], [3.310, -4.518, -1.088], [-3.132, -0.751, 3.011], [-2.464, 5.585, 0.586], [2.968, -5.830, -0.755], [5.259, 0.954, 2.709], [-1.108, -0.627, -1.186], [-1.869, -3.257, 1.850], [1.699, 0.633, -2.390], [1.110, 2.574, -5.702], [-2.473, 6.538, 1.097], [-3.583, -1.074, -1.629], [0.070, -0.303, 0.421], [1.526, -2.079, 3.668], [1.092, 0.132, 2.191], [3.815, -1.507, -1.365], [-3.459, 3.890, -0.865], [-1.125, 0.685, 4.895], [4.717, -5.387, -2.854], [4.498, -3.312, -2.422], [3.189, -0.086, 1.848], [-3.534, -0.598, 1.651], [2.765, -1.778, -1.229], [1.775, 0.187, -5.754], [-4.362, 5.791, -0.315], [0.796, -4.134, -2.229], [3.093, -0.101, 4.219], [-2.385, 2.087, -1.248], [-1.317, 4.729, 0.742], [-2.416, 3.044, -0.743], [-5.810, 0.087, 0.048], [3.392, 0.728, -0.107], [-3.365, 1.923, 3.036], [-4.327, -1.627, 1.018], [-4.168, 1.985, 2.316], [-3.485, 5.170, -0.192], [-1.197, 1.269, 2.811], [-6.290, 2.112, 0.534], [-2.990, -3.970, -0.232], [6.666, 2.331, 1.206], [3.959, 1.600, -2.006], [5.756, 1.875, 0.837], [1.855, 0.006, -3.623], [-2.461, -1.142, -2.944], [6.005, 2.620, -1.164], [-4.672, 3.993, 2.840], [-0.399, 1.133, 3.867], [2.140, -1.034, -3.693], [4.219, 1.465, -0.966], [-4.468, 0.889, 1.513], [-2.190, -0.360, 0.737], [-6.661, 5.023, 1.981]], "forces_ev_per_a": [[0.3, 0.1, 0.0], [0.0, 0.0, 0.0], [0.0, 0.0, 0.0], [0.4, 0.2, 0.4], [0.0, 0.1, 0.0], [-0.1, 0.0, 0.0], [0.0, 0.0, 0.0], [-0.4, 0.1, -0.1], [0.0, 0.0, 0.0], [-0.1, 0.0, 0.0], [0.0, -0.1, 0.0], [0.0, -0.1, 0.0], [-0.1, -0.1, 0.0], [0.0, -0.1, 0.0], [0.0, 0.0, 0.0], [0.0, 0.0, 0.0], [0.0, 0.0, 0.0], [0.0, 0.0, 0.0], [0.0, 0.0, -0.1], [0.0, 0.0, 0.0], [0.0, 0.0, 0.0], [0.0, 0.0, 0.0], [0.0, 0.0, 0.0], [-0.1, 0.0, 0.1], [0.0, -0.1, 0.0], [0.0, 0.0, 0.0], [-0.3, 0.0, -0.2], [0.0, 0.0, 0.0], [0.0, 0.0, 0.0], [0.0, -0.3, 0.1], [0.0, 0.0, 0.0], [0.0, 0.0, 0.0], [0.0, 0.0, 0.0], [0.1, 0.0, 0.1], [0.0, 0.0, 0.0], [-0.1, 0.0, 0.1], [0.3, 0.2, 0.2], [0.0, 0.0, 0.0], [-0.1, 0.0, 0.0], [0.1, 0.0, 0.0], [0.3, -0.2, 0.0], [0.0, 0.0, 0.0], [0.0, 0.0, 0.0], [0.0, 0.0, 0.0], [0.0, 0.0, 0.0], [0.0, 0.0, 0.0], [-0.1, -0.1, 0.0], [0.1, 0.1, 0.0], [0.0, 0.0, 0.0], [0.1, 0.0, 0.0], [0.1, 0.0, 0.0], [0.1, 0.0, 0.1], [0.2, -0.1, 0.1], [0.0, 0.0, 0.0], [0.0, 0.0, 0.0], [-0.2, 0.0, 0.0], [0.0, 0.0, 0.0], [0.0, -0.1, 0.1], [0.0, 0.0, 0.0], [0.0, 0.0, 0.0], [-0.1, 0.0, 0.0], [0.1, 0.4, 0.0], [0.0, 0.0, 0.0], [0.0, 0.2, -0.3], [0.0, -0.1, 0.0], [-0.1, 0.2, 0.0], [0.0, 0.0, 0.0], [0.0, 0.0, 0.0], [0.0, 0.0, 0.0], [0.1, 0.0, 0.1], [-0.1, 0.0, -0.1], [0.0, 0.1, -0.2], [0.0, 0.0, 0.0], [0.0, 0.0, 0.0], [0.0, 0.0, 0.0], [0.0, 0.0, 0.0], [0.0, 0.0, 0.0], [-0.2, 0.1, 0.0], [0.2, 0.0, 0.0], [0.0, 0.0, 0.0], [0.2, 0.0, -0.3], [0.0, 0.0, 0.0], [0.0, 0.0, 0.0], [0.0, 0.0, 0.0], [-0.1, -0.2, -0.1], [0.0, 0.0, 0.0], [0.0, 0.0, 0.0], [0.0, 0.0, 0.0], [0.0, 0.0, 0.0], [0.0, 0.0, 0.0], [0.0, 0.0, -0.1], [0.1, -0.1, 0.0], [0.0, 0.0, -0.1], [0.0, 0.0, 0.0], [0.0, 0.0, 0.0], [0.0, 0.0, 0.0], [0.0, 0.0, 0.0], [-0.2, 0.0, 0.1], [0.0, 0.1, 0.0], [-0.3, -0.3, -0.1], [0.0, 0.0, 0.0]]}

---

Let's list energy above the lowest of the compared OMol25 structures with the same formula, charge and spin in order: 100.5; 177.0; 0.0 kJ/mol.
Let's list largest force on an atom in order: 2.34; 2.21; 0.58 eV Å⁻¹.
Let's list calculated total energy in order: -5087.12237; -1737.89997; -7095.31124 Eh.